1.
DFT (the ωB97M-V functional and the def2-TZVPD basis) results for a molecular structure, C34H44ClN4O5S3Ti in a non-equilibrium geometry.

Calculated values
Multiplicity: 2
Total charge: +2
Energy relative to the best compared isomer or geometry (same formula, charge and spin): 0.266 eV
Calculated total energy: -120304.40761 eV
Orbital gap (spin up / spin down): 7.18 / 7.22 eV
LUMO level (spin up / spin down): -5.5 / -5.5 eV
Highest occupied orbital energy (spin up / spin down): -12.705 / -12.707 eV

```
92
Properties=species:S:1:pos:R:3:mulliken_charge:R:1
Ti -0.334 0.573 0.891 0.196
C -2.713 -0.476 2.528 -1.009
C -1.604 -0.669 3.555 -0.554
N -0.260 -0.390 2.963 0.801
C 0.676 0.195 3.958 -0.731
C 0.924 1.704 3.760 -0.970
S -0.150 2.524 2.554 0.074
C -1.815 2.527 3.286 -0.774
C -2.798 2.005 2.242 -0.664
N -2.398 0.689 1.671 0.154
H -3.666 -0.345 3.041 0.562
H -2.795 -1.350 1.894 0.187
H -1.640 -1.682 3.956 0.450
H -1.760 0.004 4.389 0.503
H 0.122 -1.294 2.700 -0.942
H 1.628 -0.332 3.901 0.256
H 0.289 0.025 4.959 0.623
H 1.915 1.885 3.345 0.448
H 0.865 2.247 4.701 0.567
H -2.067 3.559 3.526 0.599
H -1.807 1.957 4.210 0.548
H -2.840 2.721 1.420 -0.023
H -3.794 1.948 2.683 0.439
H -2.913 0.583 0.803 0.293
C 1.905 1.574 -4.758 -1.033
N 2.802 0.776 -3.947 0.125
C 4.242 0.721 -4.242 -0.586
C 4.748 -0.381 -3.302 -0.603
N 3.577 -0.591 -2.439 0.093
C 2.477 0.037 -2.887 0.456
S 0.929 -0.107 -2.196 -0.575
H 2.081 1.360 -5.812 0.367
H 2.064 2.640 -4.589 0.320
H 0.878 1.312 -4.518 0.358
H 4.702 1.686 -4.032 0.319
H 4.401 0.485 -5.292 0.359
H 5.611 -0.070 -2.720 0.315
H 5.002 -1.293 -3.840 0.322
H 3.535 -1.308 -1.741 0.057
C -4.003 4.718 -1.763 -1.675
C -3.103 4.956 -0.577 0.958
C -3.605 5.447 0.619 -0.611
C -2.768 5.682 1.705 0.235
Cl -3.434 6.248 3.202 -0.184
C -1.413 5.452 1.606 -0.723
C -0.894 4.940 0.421 -0.069
C -1.732 4.682 -0.649 0.124
O -1.288 4.128 -1.819 -0.435
C -0.069 3.432 -1.780 -0.725
C -0.098 2.359 -0.716 1.010
O -1.179 1.719 -0.488 -0.398
O 0.896 2.100 0.018 -0.470
H -5.036 4.572 -1.444 0.430
H -3.676 3.852 -2.337 0.328
H -3.978 5.578 -2.439 0.344
H -4.668 5.647 0.708 0.459
H -0.757 5.673 2.439 0.484
H 0.176 4.780 0.350 0.453
H 0.803 4.065 -1.619 0.340
H 0.011 2.933 -2.742 0.080
O 2.768 0.004 0.720 -0.172
C 1.661 -0.030 0.804 0.335
O -1.063 -1.183 0.217 -0.184
S -1.046 -2.700 -0.109 -0.105
C -1.375 -2.816 -1.910 -0.554
C -0.669 -3.952 -2.590 -0.021
C 0.314 -3.691 -3.538 0.026
C 0.986 -4.741 -4.152 -0.851
C 0.687 -6.054 -3.814 -0.449
C -0.297 -6.319 -2.868 -0.706
C -0.976 -5.273 -2.263 -0.037
C 0.673 -3.207 0.018 0.231
C 1.126 -3.377 1.456 0.266
C 2.492 -3.361 1.726 -0.325
C 2.965 -3.583 3.011 -0.708
C 2.077 -3.822 4.054 -0.746
C 0.714 -3.850 3.798 -0.559
C 0.241 -3.630 2.508 -0.509
H -1.086 -1.849 -2.312 0.204
H -2.458 -2.929 -1.972 0.613
H 0.540 -2.663 -3.803 0.383
H 1.741 -4.533 -4.901 0.428
H 1.213 -6.871 -4.292 0.418
H -0.538 -7.342 -2.607 0.418
H -1.755 -5.487 -1.536 0.415
H 1.225 -2.435 -0.522 -0.647
H 0.764 -4.148 -0.525 1.086
H 3.201 -3.199 0.918 0.476
H 4.032 -3.587 3.197 0.448
H 2.447 -4.013 5.054 0.447
H 0.016 -4.066 4.599 0.489
H -0.825 -3.706 2.319 0.607
```

2.
DFT (the ωB97M-V functional and the def2-TZVPD basis) results for a single C20H28N4O3S molecule in a non-equilibrium geometry.

Calculated values
Total charge: 0
SMILES: CCOC(=O)CSc1nc(N2CCOCC2)c2c(c1C#N)CC(C)(C)N(C)C2
Energy relative to the best compared isomer or geometry (same formula, charge and spin): 2.476 eV
Calculated total energy: -44132.78622 eV
Orbital gap: 8.64 eV
LUMO level: 0.4 eV
Highest occupied orbital energy: -8.254 eV

```
56
Properties=species:S:1:pos:R:3:mulliken_charge:R:1
C 4.450 -0.543 3.132 -1.303
C 3.249 -0.117 2.300 0.091
O 2.085 0.052 3.107 -0.233
C 1.389 -1.041 3.407 0.666
O 1.697 -2.159 3.087 -0.665
C 0.195 -0.725 4.283 -0.561
S -0.517 0.901 3.906 -0.246
C -0.594 0.757 2.159 0.782
N -0.348 -0.435 1.656 -0.450
C -0.346 -0.620 0.336 -1.075
N -0.178 -1.917 -0.091 0.544
C 0.894 -2.288 -0.996 -0.499
C 0.490 -3.570 -1.728 -0.608
O 0.234 -4.612 -0.820 -0.396
C -0.775 -4.246 0.095 -0.880
C -0.407 -2.981 0.874 -0.238
C -0.627 0.435 -0.561 2.073
C -0.903 1.686 -0.034 0.988
C -0.879 1.869 1.363 -0.319
C -1.143 3.126 1.933 -0.660
N -1.357 4.162 2.378 -0.612
C -1.301 2.847 -0.897 -1.935
C -1.137 2.563 -2.401 1.916
C 0.340 2.731 -2.790 -1.948
C -1.948 3.579 -3.212 -2.200
N -1.562 1.198 -2.731 0.117
C -2.975 0.927 -2.552 -1.030
C -0.746 0.211 -2.049 -1.483
H 4.269 -1.521 3.572 0.315
H 4.628 0.177 3.927 0.312
H 5.330 -0.599 2.499 0.406
H 3.415 0.858 1.837 0.372
H 3.037 -0.865 1.528 0.040
H 0.513 -0.671 5.326 0.438
H -0.557 -1.504 4.166 0.295
H 1.100 -1.492 -1.707 0.482
H 1.808 -2.492 -0.416 0.168
H 1.299 -3.916 -2.373 0.348
H -0.405 -3.373 -2.339 0.319
H -0.891 -5.092 0.774 0.376
H -1.720 -4.078 -0.445 0.376
H -1.230 -2.692 1.526 0.393
H 0.483 -3.164 1.487 0.204
H -2.345 3.091 -0.674 0.501
H -0.713 3.725 -0.618 0.606
H 1.002 2.237 -2.082 0.351
H 0.598 3.787 -2.799 0.488
H 0.510 2.325 -3.783 0.377
H -1.923 3.312 -4.265 0.425
H -1.518 4.570 -3.091 0.447
H -2.982 3.627 -2.884 0.492
H -3.167 -0.095 -2.881 0.357
H -3.322 1.021 -1.514 0.340
H -3.561 1.590 -3.183 0.344
H 0.243 0.220 -2.518 0.194
H -1.181 -0.777 -2.226 0.401
```

3.
DFT (the ωB97M-V functional and the def2-TZVPD basis) results for a gas-phase ion, C3H8NOSe (charge +1) in a non-equilibrium geometry.

Calculated values
Total charge: +1
SMILES: O[C@H]1[NH2+]CC[Se]1
Energy relative to the best compared isomer or geometry (same formula, charge and spin): 1.778 eV
Calculated total energy: -72115.87895 eV
Orbital gap: 9.32 eV
LUMO level: -4.1 eV
Highest occupied orbital energy: -13.399 eV

```
14
Properties=species:S:1:pos:R:3:mulliken_charge:R:1
O -0.681 2.335 0.121 -0.433
C -0.728 1.091 -0.428 -0.435
N 0.722 0.568 -0.346 -0.180
C 0.856 -0.905 -0.272 -0.455
C -0.065 -1.562 0.738 -0.786
Se -1.869 -0.254 0.683 0.105
H -1.453 2.396 0.668 0.435
H -1.151 0.912 -1.402 0.508
H 0.991 0.950 0.568 0.363
H 1.078 1.052 -1.194 0.377
H 1.799 -1.320 -0.172 0.395
H 0.469 -1.091 -1.333 0.305
H -0.366 -2.653 0.674 0.404
H 0.399 -1.520 1.696 0.397
```

4.
DFT (the ωB97M-V functional and the def2-TZVPD basis) results for a molecular structure, C6H18CrF6N4Sb.

Calculated values
Multiplicity: 2
Total charge: +2
Calculated total energy: -63726.97869 eV
Orbital gap (spin up / spin down): 9.34 / 9.35 eV
LUMO level (spin up / spin down): -8.9 / -8.3 eV
Highest occupied orbital energy (spin up / spin down): -18.274 / -17.626 eV

```
36
Properties=species:S:1:pos:R:3:mulliken_charge:R:1
Cr -0.496 0.333 0.646 0.561
N 1.408 1.169 0.927 -0.349
C 2.495 0.712 0.014 -0.932
C 2.031 -0.628 -0.499 -0.608
N 0.609 -0.465 -0.937 0.242
C 0.113 -1.833 -1.306 -0.564
C -1.387 -1.755 -1.414 -0.757
N -1.810 -1.094 -0.156 -0.268
C 0.527 0.444 -2.138 -0.650
C 0.041 1.850 -1.781 -0.860
N -1.048 1.774 -0.772 -0.186
H 1.375 2.187 0.985 0.301
H 1.622 0.875 1.881 0.410
H 3.447 0.655 0.537 0.516
H 2.611 1.434 -0.790 0.295
H 2.037 -1.363 0.307 0.457
H 2.644 -1.008 -1.317 0.420
H 0.384 -2.501 -0.485 0.416
H 0.606 -2.192 -2.210 0.367
H -1.856 -2.730 -1.536 0.487
H -1.709 -1.137 -2.250 0.336
H -1.860 -1.787 0.593 0.345
H -2.757 -0.722 -0.221 0.340
H -0.146 -0.004 -2.865 0.455
H 1.500 0.499 -2.628 0.364
H -0.289 2.364 -2.684 0.523
H 0.837 2.455 -1.353 0.345
H -1.926 1.540 -1.234 0.288
H -1.218 2.703 -0.388 0.325
F -0.055 -1.077 2.033 -0.572
Sb -1.174 -0.292 3.542 2.453
F -2.203 0.151 1.898 -0.572
F -2.041 -1.916 3.606 -0.467
F -2.238 0.722 4.633 -0.438
F 0.247 -0.615 4.661 -0.457
F -0.322 1.254 2.701 -0.568
```

5.
DFT (the ωB97M-V functional and the def2-TZVPD basis) results for 4 unconnected molecules or ions with the total composition C25H25BrF5N4O8S.

Calculated values
Total charge: +1
Calculated total energy: -143122.94489 eV
Orbital gap: 5.94 eV
LUMO level: -5.6 eV
Highest occupied orbital energy: -11.502 eV

```
69
Properties=species:S:1:pos:R:3:mulliken_charge:R:1
N -0.433 -5.008 -0.214 -0.696
C -0.823 -4.569 -1.333 0.454
N -1.939 -3.740 -1.517 -0.444
N -0.152 -4.974 -2.502 -0.315
C 1.298 -5.019 -2.391 -1.276
C 1.991 -3.652 -2.471 -0.460
C 3.368 -3.677 -1.782 -0.778
C 3.660 -2.543 -0.812 -0.719
N 4.204 -1.317 -1.509 -0.436
Br 2.914 -0.306 -2.485 0.187
S 5.253 -0.214 -0.472 1.235
O 5.962 -1.096 0.368 -0.543
O 5.842 0.643 -1.419 -0.534
C 3.982 0.745 0.547 0.529
F 2.828 0.087 0.543 -0.208
F 3.849 1.920 -0.028 -0.200
C 4.471 0.908 2.021 0.644
F 4.469 -0.274 2.625 -0.207
F 3.602 1.721 2.619 -0.177
F 5.686 1.439 2.034 -0.217
H -1.047 -4.692 0.532 0.261
H -2.114 -3.489 -2.480 0.198
H -1.867 -2.902 -0.957 0.243
H -0.448 -4.383 -3.269 0.243
H 1.532 -5.508 -1.447 0.642
H 1.667 -5.662 -3.194 0.320
H 1.342 -2.883 -2.040 0.435
H 2.113 -3.387 -3.525 0.383
H 4.167 -3.694 -2.534 0.339
H 3.486 -4.603 -1.217 0.494
H 4.451 -2.834 -0.120 0.533
H 2.795 -2.240 -0.224 0.501
H 4.870 -1.615 -2.235 0.576
C 1.752 4.775 3.451 -0.300
C 1.134 3.968 2.596 -0.217
C -0.343 3.977 2.450 0.373
O -0.892 3.234 1.662 -0.583
C -1.108 4.927 3.292 -0.363
C -0.495 5.744 4.145 -0.424
C 0.985 5.732 4.296 0.280
O 1.550 6.470 5.068 -0.530
H 2.828 4.788 3.579 0.418
H 1.661 3.266 1.963 0.421
H -2.183 4.920 3.163 0.451
H -1.030 6.453 4.763 0.461
C -0.066 8.882 -0.207 -0.354
C -0.695 9.275 0.897 -0.372
C -1.974 8.648 1.320 0.396
O -2.540 8.990 2.334 -0.560
C -2.528 7.572 0.456 -0.328
C -1.897 7.176 -0.645 -0.344
C -0.614 7.798 -1.063 0.401
O -0.031 7.426 -2.058 -0.561
H 0.868 9.321 -0.535 0.428
H -0.315 10.058 1.541 0.434
H -3.459 7.130 0.786 0.449
H -2.274 6.388 -1.284 0.411
C -4.421 -6.241 -1.107 -0.072
C -4.738 -7.466 -1.516 -0.320
C -6.117 -7.999 -1.365 0.296
O -6.403 -9.115 -1.738 -0.528
C -7.130 -7.109 -0.740 -0.383
C -6.814 -5.884 -0.330 -0.426
C -5.435 -5.353 -0.482 0.320
O -5.149 -4.234 -0.110 -0.545
H -3.426 -5.828 -1.205 0.404
H -4.019 -8.135 -1.973 0.430
H -8.127 -7.520 -0.641 0.413
H -7.532 -5.217 0.129 0.414
```

6.
DFT (the ωB97M-V functional and the def2-TZVPD basis) results for a molecular structure, C21H15CeF6N3O11S3 in a non-equilibrium geometry.

Calculated values
Total charge: -2
Energy relative to the best compared isomer or geometry (same formula, charge and spin): 0.000 eV
Calculated total energy: -110757.06201 eV
Orbital gap: 6.74 eV
LUMO level: 4.2 eV
Highest occupied orbital energy: -2.581 eV

```
60
Properties=species:S:1:pos:R:3:mulliken_charge:R:1
Ce 0.975 -0.195 0.475 0.221
C 2.697 -2.063 1.557 -0.526
C 3.239 -0.820 1.946 -0.722
C 2.591 -0.419 3.136 -0.568
C 1.685 -1.428 3.496 -0.410
C 1.724 -2.427 2.516 -0.469
H 3.026 -2.658 0.720 0.516
H 4.049 -0.304 1.452 0.548
H 2.782 0.500 3.672 0.435
H 1.008 -1.397 4.337 0.462
H 1.126 -3.326 2.488 0.381
O -2.271 -2.146 -3.648 -0.709
C -1.089 -2.745 -3.850 0.455
C -0.850 -3.291 -5.114 -0.710
C 0.342 -3.935 -5.387 -0.256
C 1.327 -4.047 -4.411 -0.885
C 1.095 -3.498 -3.163 -0.321
C -0.098 -2.848 -2.856 0.267
C -0.250 -2.275 -1.491 0.861
O 0.728 -2.328 -0.668 -0.543
N -1.414 -1.724 -1.222 -1.057
N -1.398 -1.149 0.039 0.614
C -2.535 -0.756 0.469 -0.669
C -2.725 -0.054 1.725 1.046
C -4.018 0.340 2.078 -0.685
C -4.264 1.074 3.223 -0.757
C -3.179 1.439 4.026 -0.549
C -1.893 1.060 3.703 -0.497
C -1.631 0.277 2.559 -0.079
O -0.425 -0.122 2.292 0.117
H -2.268 -1.836 -2.699 0.561
H -1.622 -3.184 -5.865 0.398
H 0.509 -4.344 -6.378 0.345
H 2.268 -4.536 -4.629 0.386
H 1.849 -3.532 -2.387 0.409
H -3.413 -0.937 -0.155 0.186
H -4.834 0.072 1.414 0.349
H -5.271 1.378 3.480 0.369
H -3.345 2.045 4.911 0.366
H -1.045 1.360 4.306 0.409
F -1.308 5.286 -0.535 -0.239
C -1.598 4.101 0.030 0.540
F -2.904 3.856 -0.171 -0.240
F -1.393 4.194 1.344 -0.205
S -0.583 2.749 -0.747 1.283
O -0.614 1.694 0.299 -0.309
O -1.285 2.485 -1.960 -0.680
N 0.813 3.419 -0.904 -0.515
S 2.213 2.935 -0.234 1.380
O 2.209 1.572 0.488 -0.480
O 3.401 3.713 -0.467 -0.787
C 1.889 3.794 1.431 0.574
F 1.510 5.077 1.251 -0.284
F 0.956 3.215 2.200 -0.144
F 3.023 3.820 2.167 -0.284
O 2.261 0.222 -3.502 -0.743
S 2.122 0.534 -2.120 1.564
O 2.645 1.953 -1.863 -0.688
O 0.690 0.567 -1.626 -0.361
O 2.769 -0.406 -1.180 -0.669
```